Entry 1:
14
Properties=species:S:1:pos:R:3:nbo_charge:R:1 method="wB97M-V/def2-TZVPD" charge=0 e_lumo_ev=1.1 e_above_lowest_kj_mol=149.9 homo_ev=-9.3629 smiles="C=C=CCC=C" homo_lumo_gap_ev=10.5
H 3.44690 0.79636 -0.59526 0.221
H -0.66402 -2.14546 -0.31049 0.218
C -2.10938 0.77376 -0.48536 -0.398
C 2.55712 1.00524 -0.00610 -0.495
C 1.68681 0.07669 0.28888 0.103
C -1.62447 -0.28225 0.16042 -0.163
H 0.88183 -1.40300 1.48901 0.225
C 0.78606 -0.82855 0.56780 -0.280
C -0.42878 -1.07330 -0.30998 -0.457
H -2.95803 1.33730 -0.10827 0.200
H -2.08028 -0.59754 1.10080 0.195
H 2.40989 2.02870 0.33031 0.222
H -0.19026 -0.79147 -1.34129 0.218
H -1.66852 1.12041 -1.41905 0.191



Entry 2:
7
Properties=species:S:1:pos:R:3:nbo_charge:R:1 method="wB97M-V/def2-TZVPD" charge=0 e_lumo_ev="1.0 / -3.1" e_above_lowest_kj_mol=429.6 homo_ev="-7.2107 / -10.7653" multiplicity=3 s2=2.01 homo_lumo_gap_ev="8.2 / 7.7"
O -0.19058 -1.70946 0.97679 -0.201
H -1.04899 -0.14712 -1.06328 0.197
C 0.03567 -0.54831 0.79331 -0.068
H 0.12552 0.02363 1.76345 0.260
O 1.05240 0.61881 -1.20272 -0.230
C -0.09694 0.18161 -0.59355 0.288
O 0.12292 1.58084 -0.67401 -0.246



Entry 3:
17
Properties=species:S:1:pos:R:3:nbo_charge:R:1 method="wB97M-V/def2-TZVPD" charge=0 e_lumo_ev="-0.6 / -0.6" e_above_lowest_kj_mol=621.0 homo_ev="-9.1383 / -9.1387" homo_lumo_gap_ev="8.5 / 8.5"
H 2.02465 -2.42789 0.12308 0.103
H -1.77101 3.14329 -0.19757 0.246
H -2.28749 2.67161 -1.82205 0.261
O 0.36697 1.28465 -1.54130 -0.138
H 0.40793 -1.41880 2.54069 0.209
C -1.41972 2.77380 -1.16176 -0.719
C 1.85628 -2.26916 1.21042 0.427
H 1.17629 -0.28104 1.41281 0.208
C -0.77754 1.45312 -1.02415 0.425
H -0.07017 -1.21570 -0.36282 0.395
C 0.74416 -1.28554 1.50885 -0.332
H -1.23325 0.65758 -0.43746 0.218
O 2.49339 -2.86821 2.03510 -0.517
O 0.42570 -0.05023 -1.91367 -0.527
H -0.73584 3.49748 -1.60547 0.246
N -0.38781 -1.37196 0.59620 -0.862
H -0.81252 -2.29299 0.63911 0.357



Entry 4:
17
Properties=species:S:1:pos:R:3:nbo_charge:R:1 method="wB97M-V/def2-TZVPD" charge=0 e_lumo_ev=0.5 e_above_lowest_kj_mol=232.8 homo_ev=-9.1797 smiles="Br[C@@]1(C2CC2)CSC=N1" homo_lumo_gap_ev=9.7
H -0.26824 -2.48671 1.98138 0.219
H -2.29856 -1.23339 0.96132 0.209
C 0.64522 0.48763 0.07703 0.210
C -1.44396 -1.23930 0.42542 -0.389
Br 2.57402 0.54746 0.91443 -0.086
C 0.25283 1.96218 -0.16123 -0.620
C -0.16635 -1.92881 0.98796 -0.397
H -1.60054 -1.15312 -0.56115 0.213
C -0.26617 -0.41024 1.01962 -0.285
H -0.62583 2.06044 0.30915 0.228
H 0.84313 2.75366 0.26978 0.256
C 0.60368 0.61188 -2.21284 -0.049
S 0.13482 2.23063 -1.91432 0.277
H 0.59555 0.29393 -3.16667 0.201
H -0.30310 0.15474 1.95914 0.228
H 0.52774 -2.44678 0.40623 0.236
N 0.79577 -0.20421 -1.29526 -0.451



Entry 5:
19
Properties=species:S:1:pos:R:3:nbo_charge:R:1 method="wB97M-V/def2-TZVPD" charge=0 e_lumo_ev=-0.5 e_above_lowest_kj_mol=775.3 homo_ev=-7.8209 homo_lumo_gap_ev=7.3
C 0.58020 1.50565 -0.45115 0.165
H -1.39551 -2.68612 1.65633 0.207
H 1.18761 3.52736 -0.42666 0.375
C -0.77615 -0.42731 -0.63048 -0.345
C -1.17379 -0.91739 0.70529 -0.409
N 1.31426 2.56808 -0.03028 -0.431
H -1.47379 1.67247 -0.76982 0.216
H -0.62820 -0.61919 1.55205 0.209
H -1.55969 -0.76427 -1.38151 0.216
C -0.65131 1.08212 -0.65451 -0.277
H -1.91145 -2.84019 -0.01664 0.199
C 1.81430 0.73519 -0.31913 -0.227
H -2.07768 -0.37305 0.91121 0.199
C -1.16378 -2.38592 0.65788 -0.600
H 0.24292 -0.77824 -0.86634 0.198
C 1.90011 -0.56914 -0.51123 0.135
H -0.17645 -2.62520 0.36475 0.218
N 2.60863 1.88730 -0.23841 -0.429
H 3.33977 2.00785 0.44865 0.382



Entry 6:
138
Properties=species:S:1:pos:R:3:mulliken_charge:R:1 method="wB97M-V/def2-TZVPD" charge=-1 e_lumo_ev="1.9 / 1.9" homo_ev="-3.6697 / -3.6163" multiplicity=6 s2=8.76 homo_lumo_gap_ev="5.6 / 5.5"
C 6.00889 -2.17567 1.26013 -0.291
H -4.39527 2.00620 0.96242 0.528
C 3.28848 -4.04999 -1.93202 -0.559
H 2.97762 -0.92670 -3.06480 0.571
N -3.06858 0.81451 2.08601 1.601
N 0.31018 -2.54248 2.73496 1.144
O -1.54403 3.10003 -4.88517 -0.162
H -2.21868 0.35233 1.79592 -1.532
H -2.40041 0.16399 -3.33593 0.391
C 2.99895 -1.93318 -2.67370 -0.419
H -2.08736 3.33649 -6.90927 0.315
H 6.70943 -1.68044 0.60409 0.466
H 4.10765 -2.31431 0.04420 0.557
C -1.96649 -3.15717 -1.82875 -0.133
H 3.28917 -0.78316 3.76824 0.501
C 0.09955 -1.05773 -5.22206 -0.197
C -1.82672 3.88053 -6.00142 -0.964
H -7.31771 -0.38264 -0.60457 0.281
H 3.22218 -3.32728 2.14826 0.137
O 3.22007 4.01704 -2.02644 -0.764
C 1.99058 -3.71238 -1.77639 -0.640
C 1.37552 -4.46458 2.62888 -0.850
C -3.74004 1.17755 0.69388 -0.069
H -4.71138 0.35607 -1.03386 0.689
N 3.03113 1.74555 2.28934 1.752
C 5.13622 -3.25932 2.88445 -0.168
H 4.95649 4.63964 2.83866 0.471
H -3.32628 2.46702 -4.50386 0.570
H -2.90611 -4.69589 -3.06586 0.448
O -1.01192 -0.79251 0.93973 -1.578
H -1.06046 -3.27491 -4.63900 0.255
H -0.89921 -0.76720 5.26213 -0.228
H 5.58310 3.23176 2.47343 0.305
O 0.17638 1.69759 2.74638 0.005
N -1.83990 -2.95550 -0.49210 1.337
H -0.03046 0.22051 -2.72507 -0.950
O -2.44683 0.50926 4.95949 -0.302
O 1.18109 0.00403 0.70629 -0.098
H -1.38640 -2.53193 -2.49130 0.027
O 0.98816 3.08248 -2.61988 -0.945
H 7.38168 -2.78334 2.79163 0.397
C -4.03210 4.51478 -1.81687 -0.631
H 3.25079 0.90448 -0.51903 -0.419
C -6.76775 -1.04198 0.06693 -0.786
C -2.18814 4.34783 -0.43190 -0.666
C 0.57983 -2.96117 4.00699 -0.449
S 1.90123 3.55676 -1.56116 0.782
H 1.78911 -5.37993 2.23203 0.452
C 0.84948 -3.49752 1.86406 -0.506
H -3.85594 -5.58078 -0.73028 0.413
H 1.82441 -0.21387 4.69646 0.464
H 4.86761 -3.65936 3.85100 0.432
H -2.05547 -0.67859 6.65826 0.353
H -2.61782 4.56379 -5.69253 0.339
C -3.96863 0.02337 3.04748 -0.657
C 4.06115 0.84784 1.54160 -0.015
H -6.19552 -1.72497 -0.56091 0.300
H 3.75963 1.27725 4.22749 0.625
N -0.29388 0.82580 -3.48949 1.873
H -2.43006 1.38395 -5.56492 0.502
C -2.77829 -4.22334 -2.10318 -0.556
H -2.72321 1.70671 2.40972 0.838
O -1.26821 -1.38087 -5.18954 -0.284
C -4.54497 0.00584 -0.01516 -0.887
H 2.16645 1.95997 4.25637 0.671
Fe 1.23389 1.83785 1.20428 0.344
C 4.16881 1.06832 0.04532 -0.941
C 3.41335 3.19386 2.20188 -0.395
C 0.40170 0.46392 -4.83178 -0.699
C 1.21386 -4.13400 3.95044 -0.569
O 1.62411 4.93526 -1.15431 -0.779
H -4.89309 0.60074 3.03677 0.652
N 1.80216 -2.42629 -2.15762 1.194
H 1.01878 -1.80782 -2.00300 -0.516
H -4.20326 -0.89341 2.50660 0.283
H -3.96633 -0.91736 -0.04675 0.272
H -0.06607 1.00322 -5.65545 0.151
H -7.43610 -1.57959 0.73953 0.258
H 3.67157 -5.02172 -1.65748 0.475
O -5.79373 -0.22655 0.73212 -0.340
H 3.89575 -0.22084 1.67822 -0.781
H 0.35195 -2.29426 4.82534 0.138
O 1.86297 2.74723 -0.32897 -0.860
H -2.68796 -1.38953 3.99208 0.275
H 0.73634 -3.37451 0.79708 0.129
H -0.91567 4.42593 -6.24767 0.286
H 0.50118 -1.33280 -6.19732 0.598
C 2.82231 1.31431 3.67235 -1.212
C -3.19586 -4.73952 -0.88186 -1.071
H -4.04614 -0.87330 4.93802 0.534
H 1.73078 -0.38412 2.94093 -0.525
C -3.25290 -0.50533 4.28728 -0.768
H 0.50798 -1.77983 -4.51505 0.031
H 3.64905 3.52427 1.19027 -0.007
H -1.43481 4.30400 0.34074 0.830
C -1.86788 1.10756 -3.45504 0.463
O -0.30265 1.31839 0.09718 -0.235
C 6.37022 -2.79167 2.41311 -1.236
C 3.89657 -2.91488 -2.45605 -1.127
H -4.31399 4.23132 0.39271 0.648
H 4.51071 2.07058 -0.21287 0.438
O 0.45780 3.56634 1.91321 -0.670
C -2.71276 -3.87960 0.09587 -0.777
H -2.02693 1.70917 -2.56012 -0.228
H 4.66056 3.46122 3.99881 0.386
O -1.76896 3.08024 2.68143 -0.953
H 4.94261 -2.86615 -2.72029 0.405
C -2.85986 4.74324 -2.52048 -0.566
C -3.64087 4.37634 -0.43933 -0.899
H -1.33376 -3.07925 -6.45608 0.286
O -0.07645 -0.64141 -1.30315 -0.727
N 4.16036 -2.97865 2.01274 0.504
H -2.59206 -2.99117 -5.43751 0.292
H -1.25764 -2.26494 -0.04021 -0.269
H 1.54694 -4.75344 4.77004 0.478
O 0.01276 3.47687 4.30765 -0.828
H -0.92960 0.61940 6.29272 0.317
H -4.99238 4.55016 -2.30983 0.450
H 5.10663 1.01317 1.80189 0.503
C -2.35096 2.01254 -4.67795 -1.284
H -2.76168 4.89620 -3.58507 0.536
C -1.53645 -2.71970 -5.44725 -0.762
H -2.82118 -3.95937 1.16745 0.468
H -0.15779 -1.69429 2.44918 -0.300
C 4.65601 3.59482 2.91704 -1.674
H 1.45004 0.75258 -4.75583 0.529
H 2.68356 3.89664 2.60390 0.398
S -0.12433 -0.10549 0.07322 1.539
H 0.04066 1.76482 -3.32693 0.715
S -0.33797 3.02209 2.99700 1.644
C 4.70411 -2.45118 0.93409 -0.816
H -0.76364 4.53254 -2.02837 0.244
H -2.84332 1.52072 0.17790 -0.156
C 2.39830 -0.15512 3.77163 -0.788
C -1.57251 -0.13799 5.84426 -0.297
H 5.00843 0.47376 -0.31474 0.556
H 1.18402 -4.22865 -1.27706 0.554
N -1.73695 4.49316 -1.76150 0.165



Entry 7:
23
Properties=species:S:1:pos:R:3:nbo_charge:R:1 method="wB97M-V/def2-TZVPD" charge=0 e_lumo_ev="-0.3 / -1.9" e_above_lowest_kj_mol=147.2 homo_ev="-9.2426 / -6.7057" homo_lumo_gap_ev="8.9 / 4.8"
C 0.21603 -4.01682 -1.46068 -0.501
H -0.91573 -0.39345 2.54821 0.225
O -0.69577 -2.20551 -0.15938 -0.515
H 1.26942 3.14574 0.79865 0.211
H -2.38864 -0.81970 1.68576 0.225
O 1.49575 -2.18084 -0.73314 -0.541
I -1.20094 -6.34184 -2.80968 0.243
C 0.91223 2.33579 0.18037 -0.230
C 0.07281 0.24842 -1.43705 -0.174
C -0.62968 -1.03707 0.52709 0.371
C -1.33877 -1.08721 1.82969 -0.669
H 0.62208 1.47886 -3.07962 0.212
C 0.38614 1.20706 0.76461 -0.140
H -0.28369 -0.54885 -2.07127 0.205
H 1.17869 -4.43668 -1.75917 0.256
C 0.99443 2.44857 -1.20264 -0.217
C -0.94563 -4.61235 -1.70966 0.002
C 0.56952 1.39844 -2.00438 -0.211
H 1.37955 3.34843 -1.65816 0.211
C 0.43052 -2.74080 -0.78856 0.756
H -1.30744 -2.10116 2.22145 0.229
C -0.04692 0.12457 -0.03386 -0.146
H 0.35281 1.13449 1.84041 0.197



Entry 8:
109
Properties=species:S:1:pos:R:3:mulliken_charge:R:1 method="wB97M-V/def2-TZVPD" charge=0 e_lumo_ev=0.0 homo_ev=-8.7078 homo_lumo_gap_ev=8.7
Br -6.56208 6.33954 3.45241 -0.139
H 8.33424 1.56131 -1.88284 0.394
H 0.76922 4.48414 -3.87279 0.540
C 0.93282 3.44145 -3.63971 -0.378
C 0.88764 2.62222 -4.92581 -0.748
C -1.18788 -6.03140 0.17714 -0.429
H -0.66564 6.97661 2.57608 0.355
H -4.85576 -2.85876 -3.21075 0.202
C -0.71357 5.32518 1.17721 -0.156
C 3.22273 6.62525 2.31795 -0.389
H 4.19911 0.71691 1.71293 0.131
B 0.27595 0.32709 -1.77160 0.171
H 7.12743 -1.25821 5.97648 0.346
H 5.39492 1.37656 -2.72238 -0.025
H 5.86872 -1.49606 4.74542 0.212
C -0.93763 6.76252 1.54993 -0.506
H -5.88436 -9.14479 2.44280 0.257
H -3.47547 -4.28969 1.50831 0.150
C -1.61518 -2.51115 -2.96347 0.520
H 2.10922 2.27348 1.56570 0.116
H -5.84989 -3.41846 0.98924 0.362
H -7.16727 -10.35667 2.63947 0.352
Br -0.64435 -4.17304 -0.03553 -0.111
H 0.34665 5.10963 1.08260 -0.163
O 0.54449 -1.42307 -3.80842 -0.351
H -0.31324 -7.98202 0.21998 0.404
C 6.82180 -1.02449 4.95978 -0.476
H -1.50394 -6.12752 1.21282 0.182
C -2.81802 -1.62184 -2.90811 0.230
H 8.75769 -0.77017 4.01522 0.366
Br -7.18606 -8.76276 4.52185 -0.114
H -4.54665 0.08844 -5.05407 0.412
H 2.89046 -0.21773 -5.20415 0.360
H 2.75375 6.26533 1.40722 0.118
C -5.59686 -4.46836 1.11272 -0.613
H -5.75600 -11.34321 4.57762 0.375
C 2.09042 1.76553 -5.31556 -0.609
H 8.20703 -2.44948 4.15701 0.338
C -0.05885 -6.97973 -0.11498 -0.645
H -4.66840 5.94102 5.01251 0.406
Br 0.27463 -7.13668 -2.02463 -0.162
H 2.76634 2.96107 -1.05320 0.479
H -2.04211 -6.18273 -0.47455 0.337
Br -6.08935 3.44765 5.71852 -0.157
H -4.08756 3.53097 4.27384 0.207
H -1.21729 5.04665 0.25893 0.521
H 0.87380 -6.66748 0.34121 0.389
H -5.08879 -11.55597 2.94762 0.344
C 3.40235 0.80333 2.44422 -0.511
Br -4.11267 -6.44441 2.57425 -0.106
H -5.14062 -2.62621 -4.91006 0.341
H -1.68853 -3.20905 -2.13749 -0.471
Br 3.26347 -0.90367 3.35825 -0.122
H 4.37954 8.27410 1.60356 0.364
B -0.34746 -1.60987 -2.78227 0.247
Br 7.22379 -1.38005 2.16069 -0.114
H -1.60948 -2.99331 -3.92755 0.179
H -5.64543 -1.38355 -3.72704 0.381
C 2.13911 3.61984 -1.65299 0.126
Br 6.65713 1.61035 -0.05431 -0.117
Br 1.71684 0.25426 0.18794 0.041
H -3.33662 0.58397 -3.85443 0.341
H 6.70425 1.60342 -3.88809 0.353
H 3.00768 2.08039 -4.83852 0.238
O 2.19698 3.34395 -2.94719 -0.313
H 1.25116 1.04965 2.51609 0.477
C 6.45206 1.24222 -2.89394 -0.238
Br -3.71487 -9.96803 4.24393 -0.147
H 3.76476 8.49721 3.25366 0.388
H -6.45963 -5.01024 1.48348 0.410
Br 2.02185 6.17677 3.78555 -0.133
H 0.14024 3.16781 -2.95806 0.154
Br -1.37448 4.13041 2.56777 -0.132
C -4.38996 -4.60573 2.00084 -0.426
B 1.25489 -0.23409 -3.80696 -0.073
O -3.15399 -1.03736 -1.90598 -0.602
C 3.54147 8.09477 2.27203 -0.577
H 1.30462 -0.13044 -5.94873 0.298
H -2.86185 -0.02554 -5.43909 0.258
H -0.38423 7.41834 0.88440 0.299
H 0.74701 3.34473 -5.71927 0.495
C -4.88651 -2.11200 -3.99356 -0.852
C -5.06426 3.99253 4.15530 -0.527
O -0.14410 -0.98602 -1.57540 -0.349
C 7.89331 -1.42370 3.98049 -0.559
N -3.55253 -1.51512 -4.13749 0.104
O 1.37686 0.45382 -2.62784 0.222
H -5.56490 3.57002 3.29164 0.404
H 7.29836 2.99722 -1.99573 0.363
C -6.35118 -9.83745 3.13541 -0.520
C -5.37114 -10.82865 3.70454 -0.567
Br 6.76108 -0.67642 -2.93917 -0.117
H -4.16983 5.74238 3.32100 -0.354
O 1.48664 4.51342 -1.18075 -0.625
C 1.91255 0.25288 -5.13656 -0.710
Br 6.50763 0.89527 4.93898 -0.128
Br -2.80803 7.26215 1.34305 -0.192
H 4.13087 6.05837 2.50824 0.386
Br -5.24276 -5.13544 -0.67777 -0.170
H 2.24436 1.91593 -6.37690 0.482
C 2.08686 1.22223 1.84745 -0.390
Br 2.08222 9.15843 1.55752 -0.143
C 7.31067 1.91835 -1.86145 -0.577
H -0.01776 2.02586 -4.92453 0.245
H 3.69601 1.50781 3.21901 0.441
C -4.92224 5.48537 4.06192 0.137
H -0.45455 1.23859 -1.53465 -0.144
H -4.52687 -4.03386 2.91492 0.412
C -3.57698 -0.13308 -4.63032 -0.980